1.
A cluster of 13 separate species, C43H100Cl3N3O15P in total. Source: the Open Molecules 2025 dataset; level of theory: ωB97M-V with the def2-TZVPD basis set.

Structure (XYZ):
```
165
C43H100Cl3N3O15P, DFT ωB97M-V with the def2-TZVPD basis set
C 7.0470 -2.9490 -1.0206
O 5.6849 -3.3428 -1.2414
C 5.2299 -4.3224 -0.2936
C 3.6697 -4.1052 -0.0870
C 3.3755 -3.6020 1.4033
C 2.5787 -2.2466 1.4006
C 3.3825 -1.0146 1.4054
C 4.9595 -0.9972 1.3709
O 5.5432 -0.4657 2.5534
C 5.3936 -1.3484 3.6855
C 2.7352 0.3313 1.4412
C 3.5400 1.6552 1.4542
C 3.6356 2.2042 -0.0412
C 4.6508 1.6135 -1.0864
N 2.9051 3.1797 -0.4413
C 1.2337 0.3173 1.4580
C 0.3863 1.6442 1.5287
C 0.0045 2.2159 0.1200
N -1.0336 2.9538 0.0428
C 0.5215 -0.9540 1.4155
C -1.0228 -0.8667 1.4172
Cl -1.7993 -0.9251 3.0502
C -1.7911 -0.7198 0.3076
C -3.3400 -0.5984 0.4049
Cl -1.0014 -0.6399 -1.3079
N 1.1739 -2.2020 1.3920
P 0.3417 -3.7841 1.3285
O -1.0381 -3.7592 2.2622
Cl -0.2640 -3.9360 -0.6880
H 7.6715 -3.7288 -0.4994
H 7.4892 -2.7185 -2.0322
H 7.1253 -1.9963 -0.4162
H 5.8106 -4.3531 0.6674
H 5.3748 -5.3364 -0.7811
H 3.0927 -5.0493 -0.3048
H 3.3359 -3.2681 -0.7677
H 2.8617 -4.3883 2.0270
H 4.3614 -3.4335 1.9211
H 5.2298 -0.2749 0.5455
H 5.4028 -1.9819 1.0485
H 6.2735 -1.1419 4.3621
H 5.4480 -2.4380 3.4293
H 4.4433 -1.0558 4.2174
H 3.0554 2.4615 2.0633
H 4.5971 1.5557 1.8087
H 4.6367 2.1847 -2.0488
H 5.6783 1.6689 -0.6137
H 4.4636 0.5248 -1.3005
H 2.3132 3.4913 0.3465
H 1.0459 2.3841 2.0721
H -0.5101 1.5064 2.1966
H 0.6800 1.9585 -0.7358
H -1.1197 3.2548 -0.9416
H -3.7236 -0.3165 -0.6158
H -3.8278 -1.5756 0.6859
H -3.6869 0.1607 1.1487
H -0.8409 -3.8478 3.2145
C 6.1797 -6.3161 4.4355
C 5.6819 -5.8459 3.0836
O 6.3379 -4.6338 2.7046
H 6.0002 -5.5534 5.1960
H 5.6795 -7.2382 4.7365
H 7.2577 -6.4942 4.4098
H 4.6093 -5.6487 3.1191
H 5.8689 -6.6023 2.3149
H 7.2854 -4.8157 2.6659
C 0.5511 5.7556 -1.4412
C 1.8596 6.5190 -1.3772
O 1.6065 7.9066 -1.1863
H -0.0712 6.1290 -2.2577
H 0.7290 4.6884 -1.5929
H -0.0201 5.8892 -0.5178
H 2.4170 6.4019 -2.3075
H 2.4816 6.1578 -0.5548
H 1.1213 8.0028 -0.3582
C -4.5018 -5.0451 3.4163
C -4.9966 -4.5919 2.0573
O -4.3638 -3.3681 1.6888
H -4.7087 -4.2843 4.1722
H -4.9825 -5.9786 3.7150
H -3.4184 -5.1964 3.4033
H -6.0735 -4.4215 2.0802
H -4.7827 -5.3439 1.2915
H -3.4113 -3.5295 1.6629
C -6.8595 1.3220 -1.9941
C -6.8877 1.3756 -0.4793
O -5.6049 1.7527 0.0225
H -6.1074 0.6061 -2.3383
H -7.8332 1.0292 -2.3925
H -6.5888 2.2925 -2.4100
H -7.1382 0.3970 -0.0662
H -7.6298 2.0981 -0.1279
H -5.3950 2.6218 -0.3400
C -4.7688 3.0130 -6.6244
C -5.1229 3.4767 -5.2241
O -5.9613 2.5199 -4.5808
H -5.6726 2.8639 -7.2190
H -4.1317 3.7430 -7.1284
H -4.2459 2.0530 -6.5932
H -5.6633 4.4235 -5.2603
H -4.2197 3.6168 -4.6205
H -5.4762 1.6868 -4.5430
C -7.8834 -2.7128 4.6277
C -8.3035 -3.7014 5.6983
O -7.3748 -3.6891 6.7778
H -6.8866 -2.9558 4.2521
H -8.5867 -2.7200 3.7922
H -7.8321 -1.6994 5.0350
H -8.3324 -4.7140 5.2939
H -9.2970 -3.4563 6.0866
H -7.3596 -2.7951 7.1391
C 8.1193 -3.5855 -6.3683
C 8.1234 -3.5393 -4.8547
O 9.4181 -3.1915 -4.3702
H 8.8485 -4.3131 -6.7315
H 7.1318 -3.8565 -6.7462
H 8.4025 -2.6147 -6.7862
H 7.8611 -4.5144 -4.4412
H 7.4014 -2.8017 -4.4861
H 9.6411 -2.3253 -4.7307
C 3.2955 -4.3950 -4.6916
C 4.7913 -4.3302 -4.9337
O 5.0648 -4.1878 -6.3254
H 2.8557 -5.2334 -5.2356
H 3.0765 -4.5113 -3.6274
H 2.8053 -3.4869 -5.0537
H 5.2735 -5.2467 -4.5907
H 5.2348 -3.4850 -4.3985
H 4.6442 -3.3718 -6.6226
C 3.7132 8.4749 1.9059
C 3.8168 7.1163 2.5706
O 3.4816 6.0821 1.6459
H 2.7026 8.6404 1.5280
H 3.9616 9.2730 2.6080
H 4.3885 8.5389 1.0487
H 3.1258 7.0489 3.4120
H 4.8314 6.9412 2.9418
H 4.1011 6.1393 0.9081
C 1.7327 3.1706 5.3244
C 2.7816 2.0761 5.2916
O 2.1587 0.8010 5.1409
H 1.0347 3.0065 6.1474
H 2.1953 4.1521 5.4452
H 1.1441 3.1713 4.4017
H 3.3514 2.0654 6.2209
H 3.4800 2.2275 4.4610
H 1.6633 0.8141 4.3129
C -9.7599 1.2541 -6.1778
C -8.2598 1.3457 -6.3843
O -7.9596 1.4821 -7.7727
H -10.1708 0.4023 -6.7243
H -10.0027 1.1433 -5.1187
H -10.2581 2.1491 -6.5602
H -7.7682 0.4418 -6.0210
H -7.8442 2.2011 -5.8503
H -8.3888 2.2870 -8.0857
C -8.6145 4.8968 2.3415
C -7.8954 4.8796 1.0066
O -8.7673 4.4037 -0.0146
H -8.9664 3.8957 2.5991
H -7.9560 5.2541 3.1361
H -9.4947 5.5437 2.2981
H -7.0298 4.2158 1.0469
H -7.5495 5.8826 0.7360
H -9.5252 4.9992 -0.0500
```

The molar mass is 1036.61 g/mol. The value obtained for the electronic energy is -128239.5610 eV. As for the net charge: +1.


2.
A cluster of 13 separate species, C43H122N10O13 in total. Source: the Open Molecules 2025 dataset; level of theory: ωB97M-V with the def2-TZVPD basis set.

Structure (XYZ):
```
188
C43H122N10O13, DFT ωB97M-V with the def2-TZVPD basis set
C 23.4413 10.8876 16.7992
C 23.7842 10.4679 15.3210
C 22.6971 10.7988 14.3952
O 21.7148 9.8243 14.5303
C 20.4741 10.2215 15.0677
N 24.9688 11.1588 14.9440
H 22.6259 10.3365 17.2456
H 23.3527 12.0204 16.7053
H 24.3609 10.6937 17.4315
H 23.9281 9.4197 15.3005
H 22.9763 10.6860 13.3621
H 22.2771 11.9160 14.5234
H 20.5427 10.6512 16.0812
H 19.7468 9.3744 15.1743
H 20.1081 10.9786 14.3458
H 25.1720 11.2894 13.9506
H 25.4768 11.7278 15.5718
C 17.4779 15.6775 17.6698
C 17.3715 15.6710 19.2177
C 16.1525 16.3787 19.6616
O 16.2423 17.7606 19.4314
C 15.6962 18.5788 20.4918
N 17.2925 14.1889 19.6858
H 16.5108 15.2737 17.2946
H 18.3270 15.1011 17.3344
H 17.5577 16.6340 17.2346
H 18.2403 16.0888 19.7093
H 15.9362 16.2922 20.7194
H 15.2638 15.9348 19.1245
H 16.3244 18.5388 21.4361
H 14.6918 18.1700 20.8170
H 15.5216 19.5778 20.1276
H 18.0789 13.7552 19.2753
H 17.4436 14.2604 20.6960
C 13.3551 11.0769 15.2668
C 12.6164 12.2765 15.8250
C 11.2999 11.8231 16.5182
O 10.4613 12.8700 16.9369
C 9.1523 12.4447 17.1423
N 13.4186 13.1605 16.6061
H 13.6424 10.5061 16.1212
H 14.2849 11.3886 14.7522
H 12.6848 10.5434 14.5829
H 12.3320 12.8878 14.9723
H 11.6254 11.2191 17.3503
H 10.7563 11.1309 15.8252
H 8.4736 13.3463 17.0166
H 8.9361 12.0433 18.1291
H 8.9221 11.6134 16.4964
H 13.8715 12.7740 17.3897
H 12.9087 14.0034 16.8246
C 15.5520 9.3741 12.7472
C 16.9634 8.7879 12.4761
C 17.2025 7.5175 13.2608
O 16.9246 7.7368 14.6480
C 17.5831 6.7581 15.4592
N 17.1186 8.5608 11.0305
H 14.7529 8.7935 12.3737
H 15.4782 10.3910 12.3612
H 15.3317 9.4475 13.8205
H 17.6859 9.5788 12.6656
H 18.1743 7.0509 13.0672
H 16.4988 6.6917 12.9689
H 17.0589 6.9324 16.4191
H 18.6418 6.9104 15.4678
H 17.3475 5.7793 15.1003
H 18.0765 8.3744 10.7734
H 16.6210 7.6933 10.7664
C 24.1651 14.5742 12.4010
C 25.5590 14.1747 11.9713
C 26.6489 14.8866 12.7064
O 27.8658 14.4767 12.0972
C 29.0073 14.9674 12.8024
N 25.7541 12.7041 12.1785
H 23.8846 14.2982 13.4760
H 23.4978 13.9950 11.7854
H 23.9041 15.5471 12.1743
H 25.6417 14.3851 10.8748
H 26.7320 14.6546 13.7472
H 26.6241 16.0251 12.6557
H 29.0978 14.4670 13.7552
H 28.9147 16.0244 13.0831
H 29.8835 14.7715 12.1283
H 25.1709 12.2045 11.4854
H 26.7141 12.4402 11.9564
C 22.0431 16.2177 19.6120
C 22.8994 14.9895 19.4530
C 23.1057 14.7215 17.9649
O 21.8239 14.4048 17.4335
C 21.6352 14.7913 16.1334
N 24.1552 15.1115 20.1980
H 22.5477 16.9979 19.0222
H 22.1163 16.5616 20.6551
H 21.0083 16.2015 19.2703
H 22.4214 14.0865 19.8660
H 23.8228 13.9306 17.7935
H 23.5433 15.6165 17.5701
H 21.8568 15.8345 15.9727
H 20.6361 14.7053 15.8383
H 22.2989 14.2527 15.4846
H 24.4387 14.2303 20.4531
H 24.8302 15.6901 19.7882
C 19.9591 16.7466 8.3630
C 20.3820 17.0796 9.7793
C 19.2019 17.0774 10.6688
O 19.6638 17.0401 12.0167
C 18.6953 16.7169 12.9320
N 21.4032 16.0798 10.2737
H 19.3161 17.4887 7.8831
H 19.3723 15.7933 8.2656
H 20.8645 16.6765 7.8196
H 20.8407 18.0478 9.8425
H 18.5474 16.2877 10.4049
H 18.5746 17.9179 10.4947
H 18.3142 15.6799 12.6938
H 17.8695 17.4971 12.8534
H 19.1312 16.7492 13.9146
H 22.0600 15.9348 9.5315
H 21.9331 16.5716 10.9557
C 22.4347 12.4708 7.0716
C 21.4987 12.9601 8.1034
C 20.4050 11.8870 8.3955
O 20.9506 10.6102 8.7997
C 19.9222 9.6561 9.0897
N 22.2730 13.3371 9.3038
H 21.9950 12.1517 6.1429
H 23.0008 11.6974 7.6017
H 23.1022 13.2576 6.8037
H 21.0580 13.9138 7.8737
H 19.7066 11.7982 7.5149
H 19.8130 12.3395 9.1564
H 20.4226 8.6844 9.1875
H 19.0982 9.5133 8.2562
H 19.4366 10.0051 10.0088
H 22.4662 12.5976 9.8945
H 21.6673 13.9538 9.8117
C 16.5413 12.1130 8.2357
C 15.6339 11.3416 9.1814
C 14.9483 12.3175 10.1112
O 14.2142 13.2930 9.4197
C 13.3894 14.0534 10.2688
N 14.7470 10.4844 8.3859
H 17.2235 11.4968 7.5814
H 17.1471 12.9167 8.7470
H 15.8156 12.5348 7.5185
H 16.2651 10.6498 9.7648
H 15.7730 12.8587 10.6415
H 14.4194 11.7849 10.9389
H 13.9742 14.8299 10.8120
H 12.8908 13.4099 10.9944
H 12.7505 14.6243 9.6243
H 13.9760 11.0994 8.0992
H 14.4224 9.6937 8.9128
C 16.8650 12.5279 15.3857
C 16.6799 13.4248 14.0956
C 17.3565 12.8230 12.8796
O 18.7484 12.6515 13.0577
C 19.3732 12.2182 11.8571
N 15.2452 13.6695 13.7654
H 17.9107 12.5711 15.5659
H 16.6065 11.4649 15.1862
H 16.2105 12.8601 16.1700
H 17.0114 14.3543 14.3871
H 17.1533 13.5275 12.0282
H 16.9508 11.8834 12.5340
H 20.3648 11.7200 12.0186
H 19.4069 13.0693 11.1507
H 18.5566 11.5478 11.5168
H 14.8384 13.7626 14.7389
H 14.8698 12.7371 13.4347
C 16.1394 11.2033 18.4170
O 15.0897 12.1290 18.7523
H 17.0921 11.7333 18.1430
H 16.3789 10.6995 19.3195
H 15.7530 10.5166 17.7296
H 15.5469 12.8769 19.0989
C 19.9063 11.7391 18.6691
O 19.9374 13.1000 19.0513
H 19.9329 11.6334 17.4796
H 20.7870 11.2083 19.1568
H 19.0260 11.2756 18.9980
H 20.5704 13.4555 18.4528
C 22.7187 8.9317 11.1070
O 21.5520 9.3141 11.8087
H 22.9944 7.9026 11.2594
H 22.5829 9.2209 10.0139
H 23.6137 9.5104 11.3693
H 21.5520 9.1005 12.7625
```

The molar mass is 987.51 g/mol. The value obtained for the electronic energy is -88078.4312 eV. Its energy above the lowest of the compared OMol25 structures with the same formula, charge and spin is 347.5 kJ/mol.


Question: The highest molar mass belongs to which entry?
Answer: C43H100Cl3N3O15P


Question: Look up the molar mass of the first one.
Answer: 1036.61 g/mol